Entry 1:
{
  "formula": "C3H2Cl3N",
  "method": "ωB97M-V/def2-TZVPD",
  "species": ["N", "C", "C", "C", "Cl", "Cl", "Cl", "H", "H"],
  "xyz": [[1.88345, 0.85094, -1.53441], [1.16222, 0.72458, -0.66191], [0.26624, 0.70512, 0.44505], [-0.69257, -0.74366, 0.16300], [-2.06972, -0.82051, 1.14855], [0.26431, -2.15691, 0.49884], [-1.17568, -0.65580, -1.55152], [-0.50779, 1.32817, 0.19645], [0.86954, 0.76808, 1.29594]],
  "forces_ev_per_angstrom": [[0.8, 0.0, -0.8], [0.4, 0.4, -0.3], [-1.3, -4.5, -2.3], [2.4, 1.8, -0.1], [-1.3, 0.5, 1.0], [0.7, -0.5, -0.2], [0.0, -0.1, 0.3], [-1.6, 2.5, 0.4], [-0.1, 0.0, 1.9]],
  "relative_energy_kcal_mol": 14.28,
  "smiles": "N#CCC(Cl)(Cl)Cl",
  "fmax_ha_per_bohr": 0.10063,
  "charge": 0,
  "e_tot_ha": -1550.7961
}

Entry 2:
{
  "formula": "C5H12N",
  "method": "ωB97M-V/def2-TZVPD",
  "species": ["C", "C", "C", "C", "C", "N", "H", "H", "H", "H", "H", "H", "H", "H", "H", "H", "H", "H"],
  "xyz": [[-0.78000, 1.53603, 0.22738], [1.33533, 0.04964, -0.73927], [-2.52165, -0.16555, -0.02433], [2.38954, -1.03371, -0.39676], [1.38878, -0.67839, 0.62773], [-1.50485, 0.56494, 0.62899], [-0.06797, 1.93313, 0.97362], [-0.89421, 1.87511, -0.71562], [1.58378, 1.03445, -0.75813], [0.57358, 0.03506, -1.54763], [-1.42192, 0.04422, 1.47717], [-3.53292, 0.04291, 0.41463], [-2.16720, -1.12279, -0.21979], [-2.53247, 0.31205, -1.10359], [3.35290, -0.74876, -0.15705], [2.36617, -1.90650, -0.99447], [1.66950, -0.20649, 1.59406], [0.76361, -1.56534, 0.71304]],
  "forces_ev_per_angstrom": [[0.5, -1.9, 4.5], [-0.3, -2.2, 0.5], [-1.9, 3.6, -4.8], [-1.0, 1.7, -0.8], [-1.1, -1.1, -0.4], [0.1, 0.2, 0.7], [-0.3, -0.1, -0.9], [-0.5, 1.3, -2.9], [1.7, 2.7, 0.5], [0.3, -1.5, 0.7], [1.3, 0.9, 1.5], [1.1, -0.8, -0.1], [0.0, -2.1, 0.3], [-0.5, -1.0, 1.8], [1.9, 0.9, -0.1], [-0.5, -1.0, 0.0], [-0.1, -0.2, -1.1], [-0.7, 0.5, 0.5]],
  "relative_energy_kcal_mol": 87.33,
  "fmax_ha_per_bohr": 0.12192,
  "charge": 1,
  "e_tot_ha": -252.0920
}

Entry 3:
{
  "formula": "C46H90Li5O21P",
  "method": "ωB97M-V/def2-TZVPD",
  "species": ["Li", "Li", "Li", "Li", "Li", "P", "O", "O", "O", "O", "O", "C", "O", "O", "H", "O", "C", "O", "O", "H", "C", "C", "C", "O", "C", "H", "H", "H", "H", "H", "H", "H", "H", "C", "C", "C", "O", "C", "H", "H", "H", "H", "H", "H", "H", "H", "C", "C", "C", "O", "C", "H", "H", "H", "H", "H", "H", "H", "H", "C", "C", "C", "O", "C", "H", "H", "H", "H", "H", "H", "H", "H", "C", "C", "C", "O", "C", "H", "H", "H", "H", "H", "H", "H", "H", "C", "C", "C", "O", "C", "H", "H", "H", "H", "H", "H", "H", "H", "C", "C", "C", "O", "C", "H", "H", "H", "H", "H", "H", "H", "H", "C", "C", "C", "O", "C", "H", "H", "H", "H", "H", "H", "H", "H", "C", "C", "C", "O", "C", "H", "H", "H", "H", "H", "H", "H", "H", "C", "C", "C", "O", "C", "H", "H", "H", "H", "H", "H", "H", "H", "C", "C", "C", "O", "C", "H", "H", "H", "H", "H", "H", "H", "H"],
  "xyz": [[-0.99509, -10.73894, 8.63245], [-3.92753, -14.22743, 10.19103], [-3.41667, -11.85492, 7.33401], [-1.26432, -14.20202, 8.44627], [-1.02940, -13.48986, 11.16314], [-2.47602, -12.36228, 9.50736], [-3.09278, -13.42437, 8.58414], [-2.94074, -12.77094, 10.88523], [-2.81923, -10.94388, 8.92925], [-0.96267, -12.59817, 9.41906], [-0.19479, -11.74692, 4.67146], [-0.98913, -11.46538, 5.66677], [-2.19366, -11.84823, 5.64796], [-0.62409, -10.82700, 6.65887], [-0.94509, -12.21539, 4.29840], [-1.78648, -17.57694, 10.45242], [-2.27375, -16.33707, 10.44337], [-3.48073, -16.15074, 10.65970], [-1.50067, -15.35618, 10.23998], [-2.55474, -18.10906, 10.67200], [-7.71401, -15.63821, 10.18229], [-7.18941, -15.45977, 11.62385], [-6.46427, -14.17827, 11.47346], [-5.83939, -14.25440, 10.18109], [-6.46511, -15.22359, 9.31669], [-8.56948, -14.98415, 10.01354], [-8.01734, -16.66611, 9.98352], [-6.54164, -16.30540, 11.85494], [-7.90754, -15.37382, 12.43933], [-5.73223, -13.90727, 12.23423], [-7.11510, -13.30394, 11.46551], [-5.75832, -16.04237, 9.18193], [-6.73980, -14.70026, 8.40085], [-7.87038, -16.10549, 3.65567], [-6.75862, -15.16123, 4.02266], [-6.89027, -15.05161, 5.53268], [-7.43441, -16.32500, 5.92872], [-7.79408, -17.13549, 4.81822], [-7.74886, -16.64411, 2.71587], [-8.83317, -15.59624, 3.61326], [-6.84757, -14.24143, 3.44458], [-5.77488, -15.53189, 3.73463], [-7.55295, -14.22750, 5.79690], [-5.90816, -14.92123, 5.98716], [-8.77627, -17.59202, 4.94064], [-6.95102, -17.81233, 4.67955], [-6.58326, -6.87563, 7.16139], [-7.97096, -6.85950, 6.54624], [-8.59990, -5.55934, 7.05048], [-7.49712, -4.67785, 6.97268], [-6.23358, -5.40554, 6.92888], [-5.95137, -7.62369, 6.68261], [-6.48806, -7.08351, 8.22713], [-8.58175, -7.71252, 6.84184], [-7.99463, -6.99507, 5.46496], [-8.95791, -5.62543, 8.07789], [-9.39992, -5.23057, 6.38718], [-5.63490, -5.00129, 7.74513], [-5.79529, -5.29604, 5.93690], [0.70769, -7.54704, 11.14332], [0.62277, -8.73299, 12.05657], [-0.42768, -9.65103, 11.36621], [-0.17414, -9.34433, 9.96227], [0.76561, -8.28813, 9.78370], [1.51651, -6.87728, 11.43543], [-0.21659, -6.97435, 11.06705], [0.24480, -8.39094, 13.02002], [1.53514, -9.30633, 12.22074], [-1.45179, -9.34713, 11.58288], [-0.32722, -10.69314, 11.66953], [0.46404, -7.57129, 9.01996], [1.78591, -8.58968, 9.54675], [2.35692, -15.79634, 7.51576], [2.81759, -14.36558, 7.26262], [1.55066, -13.52703, 7.40154], [0.54927, -14.38936, 7.83030], [1.17311, -15.60357, 8.37838], [3.07538, -16.46519, 7.98963], [2.07195, -16.30139, 6.59282], [3.25035, -14.21379, 6.27379], [3.46778, -14.10063, 8.09638], [1.18408, -13.16462, 6.44113], [1.59257, -12.67789, 8.08367], [0.52933, -16.47813, 8.28460], [1.48101, -15.42321, 9.40832], [-1.82789, -11.57400, 1.37523], [-2.14491, -13.00450, 1.67463], [-3.64547, -12.95306, 2.09559], [-4.12566, -11.65389, 1.81677], [-3.19733, -11.02909, 0.91710], [-1.00428, -11.45180, 0.67178], [-1.54364, -11.08425, 2.30659], [-1.45360, -13.41269, 2.41190], [-1.98848, -13.65188, 0.81176], [-3.65391, -13.17444, 3.16284], [-4.21745, -13.73138, 1.59046], [-3.30014, -9.96219, 1.11521], [-3.44699, -11.22023, -0.12656], [-4.70363, -8.47669, 12.80683], [-4.49544, -9.93743, 12.89023], [-5.01415, -10.43949, 11.55726], [-6.14496, -9.53351, 11.31446], [-5.95319, -8.32539, 12.04731], [-3.83740, -7.95708, 12.39725], [-4.74432, -8.15697, 13.84809], [-5.05343, -10.40813, 13.69968], [-3.44692, -10.21596, 12.99568], [-5.39818, -11.45506, 11.65339], [-4.29189, -10.36458, 10.74436], [-6.80061, -8.17608, 12.71640], [-5.96042, -7.50675, 11.32768], [-7.44243, -11.39039, 7.95281], [-7.69829, -11.15064, 6.47783], [-6.29203, -11.25276, 5.82655], [-5.44648, -11.70847, 6.85932], [-5.92868, -11.20317, 8.04009], [-7.83043, -12.38515, 8.17195], [-7.93879, -10.74956, 8.68154], [-8.07126, -10.13802, 6.32422], [-8.42940, -11.80804, 6.00731], [-5.97727, -10.28972, 5.42457], [-6.37813, -11.91751, 4.96701], [-5.68362, -10.14668, 8.14913], [-5.46761, -11.66229, 8.91457], [-3.21669, -17.45539, 5.81111], [-2.76417, -16.47723, 4.72114], [-2.30642, -15.25549, 5.46356], [-2.02885, -15.69718, 6.75047], [-3.08218, -16.62801, 7.06624], [-2.54224, -18.31058, 5.85432], [-4.21865, -17.84219, 5.62524], [-3.60916, -16.22217, 4.08157], [-2.02775, -16.91757, 4.04891], [-3.07174, -14.48042, 5.50417], [-1.48043, -14.73518, 4.97865], [-3.94408, -16.05031, 7.40017], [-2.77712, -17.20446, 7.93959], [-2.71886, -7.48541, 7.97159], [-2.41417, -6.04417, 7.68145], [-2.86707, -5.33686, 8.94715], [-3.66408, -6.27448, 9.64937], [-3.09236, -7.56054, 9.39277], [-1.81476, -8.06106, 7.77329], [-3.51282, -7.87334, 7.33344], [-2.90439, -5.71340, 6.76581], [-1.35136, -5.88051, 7.50330], [-3.43911, -4.44897, 8.67784], [-2.04095, -4.99742, 9.57199], [-3.86297, -8.29933, 9.61288], [-2.24975, -7.72537, 10.06429], [-4.64758, -7.89311, 3.98317], [-3.74920, -9.10308, 4.24873], [-2.39293, -8.43016, 4.12115], [-2.58019, -7.51553, 3.08770], [-3.98177, -7.27459, 2.81293], [-4.59902, -7.24243, 4.85629], [-5.66244, -8.27837, 3.88448], [-3.84393, -9.86413, 3.47417], [-4.01543, -9.51476, 5.22225], [-1.56159, -9.13068, 4.04212], [-2.19358, -7.83965, 5.01538], [-4.22749, -7.85471, 1.92345], [-4.28460, -6.23977, 2.65313]],
  "forces_ev_per_angstrom": [[0.7, 0.4, -0.8], [0.1, -0.5, -0.1], [0.1, -0.2, -0.9], [-0.2, -0.6, -0.3], [-0.7, -0.5, -0.7], [-1.4, 0.6, -1.0], [-0.7, -0.2, -1.3], [0.1, 0.7, 2.0], [0.3, -1.3, 1.0], [1.5, 0.9, 0.8], [0.3, -0.5, -1.0], [-2.4, 2.0, 5.0], [-0.8, -1.3, -1.6], [2.3, 1.0, 0.9], [0.2, -1.2, -2.3], [0.6, -0.4, -0.1], [-0.4, 2.6, 0.2], [-1.1, -0.7, 0.0], [1.4, -0.4, -0.1], [-0.2, -0.4, 0.0], [0.4, -0.5, -0.2], [-0.4, -0.5, -0.2], [0.7, 1.0, -0.4], [0.8, 0.6, 0.0], [-1.3, 0.4, 1.8], [0.1, 0.1, -0.2], [-0.1, 0.1, -0.1], [0.3, 0.2, 0.1], [-0.4, -0.2, -0.3], [0.4, -0.5, -0.1], [-0.6, -0.1, -0.1], [-0.2, -0.1, -0.3], [0.1, -0.3, -0.1], [0.1, -1.5, 0.0], [0.3, 0.6, -0.9], [0.2, -0.6, -0.7], [-0.3, 0.4, 1.2], [0.1, 1.9, -0.8], [0.1, 0.3, -0.2], [-0.1, 0.0, 0.2], [-0.1, 0.4, 0.4], [0.0, -0.4, 0.1], [-0.1, -0.1, 0.3], [-0.1, 0.1, 0.3], [0.3, -0.4, 0.4], [-0.4, -0.6, -0.3], [0.1, 0.4, -0.3], [-1.6, -1.6, 1.0], [1.0, -0.7, -1.0], [0.7, 0.6, 0.0], [-0.6, 0.0, 0.3], [0.3, 0.3, -0.3], [-0.7, -0.1, 0.1], [0.0, -0.2, 0.4], [0.5, 0.7, -0.2], [-0.1, -0.2, 0.1], [0.0, 0.2, 0.1], [0.3, 0.0, -0.4], [0.2, 0.4, 0.1], [0.5, -0.6, -1.0], [-1.9, -0.5, 1.2], [1.0, 1.8, 0.1], [-0.2, -1.2, -0.6], [0.4, 1.5, 1.0], [0.1, 0.0, -0.5], [-0.1, 0.0, 0.7], [0.1, -0.3, 0.3], [0.3, 0.4, -0.2], [-0.1, 0.0, 0.0], [0.2, -0.1, -0.7], [-0.4, -0.5, -0.4], [-0.1, -0.6, 0.0], [0.6, -0.4, -0.9], [0.3, 0.2, 0.4], [-0.2, 0.6, -1.0], [-0.9, -2.6, 1.2], [-0.7, 0.6, -0.3], [0.3, 0.3, 0.1], [-0.1, 0.1, -0.1], [0.4, 0.0, 0.3], [0.5, 0.2, -0.4], [0.3, 0.3, -0.1], [0.4, 0.1, 0.1], [-0.5, 0.5, 0.4], [-0.3, 0.0, 0.2], [-0.3, 0.7, -0.4], [-0.2, -0.9, -0.3], [1.2, -0.8, 0.5], [0.2, -0.2, -0.3], [0.3, 0.5, 1.0], [-0.2, 0.1, -0.1], [-0.1, 0.3, 0.0], [-0.3, 0.0, 0.4], [-0.2, 0.1, -0.3], [-0.5, 0.4, 0.2], [-0.2, 0.1, -0.2], [0.1, 0.1, -0.2], [0.1, -0.3, -0.1], [1.5, 1.0, 1.8], [1.0, -1.8, -0.7], [-1.1, 0.7, 0.4], [0.4, -0.9, -0.3], [-1.3, 0.3, -0.9], [-0.1, -0.1, -0.4], [-0.4, 0.7, -0.1], [-0.1, 0.1, 0.1], [0.1, 0.0, 0.2], [0.0, 0.0, -0.4], [0.0, 0.0, 0.0], [-0.2, -0.1, 0.0], [0.2, 0.2, 0.1], [-0.3, -0.3, 0.5], [-0.1, 1.3, -0.5], [-1.4, 0.1, -0.4], [1.6, -1.0, -1.5], [-1.2, 0.3, 2.0], [0.7, -0.4, 0.3], [-0.1, 0.3, -0.4], [-0.1, 0.1, -0.1], [0.1, -0.2, 0.2], [0.2, 0.1, 0.2], [0.7, -0.4, 0.2], [-0.1, 0.4, -0.2], [0.1, -0.5, -0.3], [-0.1, -0.2, -0.3], [-0.8, -0.5, -1.2], [-0.1, 0.9, -0.8], [0.7, -0.4, 1.4], [0.6, 0.3, 0.8], [0.0, 0.0, 0.1], [0.0, 0.1, 0.2], [-0.1, 0.0, -0.1], [0.2, 0.1, 0.2], [-0.5, 0.0, 0.0], [0.5, -0.3, 0.4], [-0.4, 0.0, -0.4], [0.2, 0.0, -0.1], [1.0, -1.5, -1.5], [0.6, 0.6, -0.4], [-0.4, 0.5, -0.3], [-0.3, 0.4, 0.4], [-1.0, 0.4, 1.1], [-0.2, -0.5, -0.1], [0.0, 0.0, 0.0], [-0.2, 0.2, 0.2], [0.1, 0.0, 0.0], [-0.3, 0.0, 0.4], [0.3, -0.1, 0.1], [0.1, -0.1, 0.0], [0.3, -0.1, 0.0], [-0.6, -1.3, 0.9], [0.0, 0.3, 0.5], [-0.8, -0.3, 1.8], [0.5, 1.4, -1.9], [0.2, -1.0, -0.2], [-0.1, 0.2, 0.1], [-0.2, 0.5, -0.4], [-0.3, -0.1, 0.1], [0.6, -0.3, 0.0], [0.1, 0.2, -0.8], [0.1, -0.1, 0.5], [-0.1, 0.2, -0.3], [0.8, 0.2, 0.0]],
  "fmax_ha_per_bohr": 0.11412,
  "charge": 0,
  "e_tot_ha": -3766.2778
}

Among the records above, which one has the highest charge? C5H12N

What is the formula in the first record? C3H2Cl3N